11
Properties=species:S:1:pos:R:3:forces:R:3:nbo_charge:R:1 method="wB97M-V/def2-TZVPD" mol_weight_g_mol=107.13 e_tot_ha=-682.537738 e_above_lowest_kcal_mol=63.9 gap_ev=9.352 lumo_ev=0.4
C 0.969 0.152 0.021 0.449 -1.155 -1.720 -0.693
C -0.513 -0.117 -0.170 0.110 -0.640 1.657 0.550
N -1.318 0.824 0.018 -2.034 0.217 -0.003 -0.644
O -3.965 -0.626 0.344 1.241 0.686 0.297 -0.903
O -1.034 -1.316 -0.508 1.079 -3.225 0.373 -0.707
S -3.168 0.494 -0.213 1.056 1.837 0.270 1.126
H 1.558 -0.765 -0.161 -0.350 0.200 -0.267 0.215
H 1.152 0.825 -0.853 0.547 -0.117 1.174 0.253
H 1.350 0.462 1.000 -0.822 0.624 -0.345 0.251
H -0.601 -2.212 -0.202 -0.668 3.041 -0.773 0.511
H -3.152 1.632 0.685 -0.606 -1.468 -0.662 0.041